[1]
ORCA calculation (the ωB97M-V functional and the def2-TZVPD basis) on a molecular structure, C35H33BrMgN3O2P2S2 in a non-equilibrium geometry.

Each line ends with the Löwdin charge.
Cartesian coordinates (Å):
Mg (-0.52, 0.24, 0.44)  0.280
S (0.49, 1.33, 2.72)  0.312
P (1.45, 2.06, 1.15)  0.359
C (0.84, 1.57, -0.39)  -0.566
P (2.03, 0.75, -1.35)  0.415
S (2.67, -1.12, -1.17)  0.373
C (3.53, 1.79, -1.55)  -0.343
C (3.39, 3.14, -1.86)  -0.083
C (4.52, 3.92, -2.01)  -0.091
C (5.78, 3.37, -1.84)  -0.109
C (5.91, 2.03, -1.53)  -0.101
C (4.79, 1.24, -1.40)  -0.128
C (1.39, 0.95, -3.06)  -0.331
C (2.20, 0.57, -4.12)  -0.103
C (1.83, 0.89, -5.41)  -0.100
C (0.65, 1.57, -5.65)  -0.109
C (-0.18, 1.91, -4.59)  -0.090
C (0.19, 1.59, -3.30)  -0.087
C (3.24, 1.94, 1.47)  -0.337
C (4.13, 3.00, 1.32)  -0.091
C (5.47, 2.80, 1.55)  -0.100
C (5.94, 1.54, 1.91)  -0.103
C (5.06, 0.48, 2.05)  -0.082
C (3.71, 0.69, 1.84)  -0.113
C (1.18, 3.86, 1.26)  -0.350
C (1.52, 4.52, 2.43)  -0.121
C (1.29, 5.88, 2.56)  -0.095
C (0.70, 6.57, 1.52)  -0.108
C (0.32, 5.91, 0.36)  -0.093
C (0.57, 4.56, 0.23)  -0.095
H (2.40, 3.56, -1.97)  0.105
H (4.42, 4.98, -2.25)  0.098
H (6.66, 3.99, -1.95)  0.094
H (6.90, 1.59, -1.39)  0.102
H (4.89, 0.19, -1.15)  0.047
H (3.13, 0.04, -3.93)  0.093
H (2.48, 0.61, -6.24)  0.093
H (0.38, 1.85, -6.66)  0.090
H (-1.11, 2.44, -4.76)  0.097
H (-0.45, 1.85, -2.46)  0.056
H (3.76, 3.97, 1.02)  0.107
H (6.17, 3.62, 1.44)  0.102
H (7.00, 1.39, 2.07)  0.095
H (5.42, -0.49, 2.34)  0.101
H (2.99, -0.12, 1.97)  0.074
H (1.97, 3.96, 3.25)  0.100
H (1.56, 6.39, 3.47)  0.096
H (0.51, 7.63, 1.61)  0.090
H (-0.16, 6.45, -0.44)  0.095
H (0.28, 4.01, -0.67)  0.078
C (0.66, -3.76, -0.42)  -0.033
C (-0.11, -2.50, -0.17)  -0.319
N (0.17, -1.72, 0.82)  -0.061
O (1.32, -2.03, 1.53)  -0.124
C (-1.21, -2.12, -1.01)  -0.282
C (-1.76, -3.04, -2.07)  -0.027
N (-1.66, -0.93, -0.79)  -0.137
O (-2.69, -0.44, -1.39)  -0.178
H (0.99, -4.18, 0.54)  0.085
H (1.56, -3.51, -0.99)  0.036
H (0.08, -4.49, -0.96)  0.069
H (2.05, -1.99, 0.87)  -0.018
H (-2.25, -3.91, -1.61)  0.077
H (-0.97, -3.39, -2.73)  0.078
H (-2.49, -2.48, -2.65)  0.066
C (-4.27, -2.39, 2.85)  -0.050
C (-3.99, -1.18, 2.02)  -0.245
C (-4.95, -0.62, 1.17)  -0.016
C (-4.64, 0.48, 0.40)  -0.090
C (-3.33, 0.93, 0.44)  -0.755
Br (-2.81, 2.46, -0.51)  0.860
N (-2.42, 0.45, 1.27)  -0.044
C (-2.74, -0.57, 2.05)  -0.091
H (-5.31, -2.43, 3.16)  0.074
H (-3.63, -2.42, 3.73)  0.078
H (-4.06, -3.29, 2.26)  0.082
H (-5.94, -1.06, 1.12)  0.114
H (-5.36, 0.94, -0.25)  0.105
H (-1.95, -0.91, 2.69)  0.123

Properties
total energy	-161134.126	eV
spin multiplicity	1
charge	-1
energy above the lowest of the compared OMol25 structures with the same formula, charge and spin	0.000	eV
HOMO-LUMO gap	0.24705	Eh

=====

[2]
ORCA calculation (the ωB97M-V functional and the def2-TZVPD basis) on a molecular structure, C35H33BrMgN3O2P2S2.

Each line ends with the Löwdin charge.
Cartesian coordinates (Å):
Mg (2.54, -1.20, 0.25)  0.219
S (1.27, -1.01, 2.47)  0.306
P (-0.17, 0.03, 1.39)  0.564
C (0.66, 0.52, -0.32)  -0.937
P (-0.11, 1.45, -1.74)  1.081
S (2.35, 1.16, -0.20)  0.517
C (-1.94, 1.59, -1.47)  -0.351
C (-2.53, 2.48, -0.58)  -0.095
C (-3.91, 2.56, -0.45)  -0.088
C (-4.73, 1.76, -1.23)  -0.108
C (-4.16, 0.91, -2.17)  -0.097
C (-2.78, 0.84, -2.29)  -0.124
C (0.27, 3.24, -1.52)  -0.405
C (0.63, 3.90, -0.35)  -0.116
C (0.80, 5.28, -0.34)  -0.080
C (0.60, 6.02, -1.50)  -0.110
C (0.26, 5.37, -2.67)  -0.107
C (0.10, 3.99, -2.68)  -0.121
C (-0.06, 1.71, 2.26)  -0.332
C (1.15, 2.22, 2.72)  -0.155
C (1.24, 3.49, 3.27)  -0.096
C (0.10, 4.28, 3.40)  -0.115
C (-1.12, 3.78, 2.99)  -0.095
C (-1.20, 2.51, 2.43)  -0.118
C (-1.86, -0.31, 2.06)  -0.300
C (-2.97, -0.50, 1.25)  -0.075
C (-4.23, -0.72, 1.82)  -0.088
C (-4.37, -0.77, 3.19)  -0.108
C (-3.26, -0.59, 4.01)  -0.093
C (-2.02, -0.35, 3.45)  -0.104
H (-1.91, 3.14, 0.02)  0.087
H (-4.35, 3.24, 0.27)  0.101
H (-5.81, 1.81, -1.13)  0.094
H (-4.79, 0.30, -2.81)  0.096
H (-2.34, 0.20, -3.05)  0.079
H (0.81, 3.34, 0.56)  0.052
H (1.08, 5.77, 0.58)  0.097
H (0.73, 7.10, -1.49)  0.090
H (0.12, 5.93, -3.59)  0.091
H (-0.15, 3.49, -3.60)  0.091
H (2.04, 1.60, 2.64)  0.041
H (2.20, 3.87, 3.61)  0.097
H (0.17, 5.27, 3.84)  0.092
H (-2.03, 4.37, 3.10)  0.096
H (-2.17, 2.12, 2.14)  0.092
H (-2.87, -0.47, 0.18)  0.088
H (-5.09, -0.85, 1.17)  0.096
H (-5.35, -0.94, 3.63)  0.090
H (-3.36, -0.63, 5.09)  0.094
H (-1.15, -0.20, 4.08)  0.095
C (1.70, -2.75, -3.74)  -0.030
C (1.71, -2.02, -2.43)  -0.335
N (2.86, -1.78, -1.75)  -0.132
O (4.04, -2.29, -2.41)  -0.150
C (0.52, -1.62, -1.88)  -0.314
C (-0.82, -2.03, -2.43)  -0.082
N (0.61, -1.00, -0.58)  -0.308
O (-0.52, -1.28, 0.23)  -0.351
H (2.69, -2.79, -4.18)  0.059
H (1.01, -2.28, -4.44)  0.071
H (1.35, -3.78, -3.60)  0.080
H (4.52, -1.48, -2.62)  0.076
H (-0.96, -1.72, -3.47)  0.062
H (-1.62, -1.59, -1.84)  0.046
H (-0.98, -3.11, -2.40)  0.074
C (1.85, -6.52, 0.35)  -0.044
C (2.89, -5.44, 0.39)  -0.238
C (4.22, -5.68, 0.09)  -0.017
C (5.15, -4.65, 0.10)  -0.087
C (4.68, -3.39, 0.41)  -0.731
Br (5.84, -1.89, 0.45)  0.815
N (3.42, -3.13, 0.70)  -0.024
C (2.54, -4.13, 0.70)  -0.060
H (2.24, -7.47, 0.72)  0.076
H (1.50, -6.68, -0.67)  0.086
H (0.98, -6.25, 0.95)  0.082
H (4.55, -6.68, -0.16)  0.117
H (6.19, -4.81, -0.14)  0.103
H (1.52, -3.85, 0.96)  0.126

Properties
total energy	-161132.936	eV
spin multiplicity	1
charge	-1
energy above the lowest of the compared OMol25 structures with the same formula, charge and spin	1.190	eV
HOMO-LUMO gap	0.19748	Eh

=====

[3]
ORCA calculation (the ωB97M-V functional and the def2-TZVPD basis) on a molecular structure, C35H33ClN6ORbS.

Each line ends with the Löwdin charge.
Cartesian coordinates (Å):
Rb (-0.30, 0.15, -0.58)  0.777
C (-1.06, -5.97, 0.24)  -0.118
C (-0.11, -5.62, 1.19)  -0.099
C (0.66, -4.48, 1.03)  -0.044
C (0.50, -3.65, -0.08)  -0.320
C (-0.47, -4.00, -1.02)  -0.034
C (-1.23, -5.15, -0.87)  -0.118
N (1.22, -2.46, -0.23)  0.033
C (2.51, -2.48, -0.45)  -0.259
C (3.26, -3.71, -0.70)  -0.025
C (4.59, -3.70, -0.96)  -0.102
C (5.34, -2.49, -1.00)  -0.123
C (4.69, -1.31, -0.79)  -0.070
C (3.29, -1.26, -0.51)  -0.256
N (2.64, -0.07, -0.28)  0.007
N (3.37, 0.97, -0.28)  0.031
C (2.72, 2.18, 0.01)  -0.352
C (3.48, 3.33, -0.24)  -0.029
C (2.94, 4.57, 0.04)  -0.080
C (1.66, 4.65, 0.58)  -0.083
C (0.99, 3.46, 0.81)  -0.162
N (1.50, 2.25, 0.55)  0.065
H (-1.67, -6.86, 0.36)  0.090
H (0.03, -6.25, 2.06)  0.095
H (1.41, -4.22, 1.77)  0.109
H (-0.62, -3.35, -1.88)  0.114
H (-1.97, -5.41, -1.62)  0.098
H (2.71, -4.64, -0.68)  0.101
H (5.10, -4.64, -1.15)  0.095
H (6.40, -2.51, -1.22)  0.084
H (5.22, -0.38, -0.82)  0.095
H (4.47, 3.21, -0.66)  0.103
H (3.51, 5.47, -0.17)  0.101
H (1.19, 5.59, 0.80)  0.100
H (-0.01, 3.46, 1.23)  0.108
Cl (-0.88, 4.16, -2.22)  0.628
C (-1.67, 2.67, -2.71)  -0.639
C (-1.43, 2.19, -3.98)  -0.168
C (-2.00, 1.00, -4.43)  -0.158
C (-2.84, 0.32, -3.54)  -0.146
C (-3.10, 0.79, -2.28)  -0.129
C (-2.53, 2.02, -1.76)  -0.482
C (-2.79, 2.47, -0.48)  -0.107
H (-0.77, 2.77, -4.63)  0.089
H (-1.80, 0.64, -5.43)  0.072
H (-3.30, -0.61, -3.86)  0.092
H (-3.75, 0.23, -1.62)  0.092
H (-3.50, 1.95, 0.15)  0.012
H (-2.38, 3.40, -0.11)  -0.013
S (0.07, 0.11, 3.59)  0.584
C (1.72, 0.07, 3.35)  -0.917
N (2.43, -0.97, 2.88)  0.037
C (3.86, -0.67, 2.75)  -0.127
C (3.93, 0.82, 3.16)  -0.134
N (2.58, 1.08, 3.66)  0.014
H (1.97, -1.68, 2.34)  0.112
H (4.21, -0.83, 1.74)  0.084
H (4.44, -1.30, 3.43)  0.111
H (4.17, 1.45, 2.30)  0.096
H (4.67, 0.99, 3.94)  0.105
H (2.21, 2.01, 3.67)  0.120
C (-3.35, -0.38, 2.24)  -0.020
C (-3.31, -1.35, 1.10)  -0.379
O (-2.41, -1.34, 0.28)  -0.059
C (-4.42, -2.35, 0.95)  -0.140
C (-5.60, -2.25, 1.68)  -0.031
C (-6.62, -3.18, 1.50)  -0.085
C (-6.46, -4.21, 0.59)  -0.091
C (-5.27, -4.33, -0.13)  -0.070
C (-4.26, -3.39, 0.05)  -0.004
H (-2.43, 0.20, 2.25)  0.031
H (-3.45, -0.91, 3.19)  0.094
H (-4.20, 0.30, 2.13)  0.090
H (-5.74, -1.45, 2.40)  0.107
H (-7.54, -3.09, 2.06)  0.099
H (-7.25, -4.93, 0.44)  0.098
H (-5.14, -5.14, -0.83)  0.102
H (-3.33, -3.46, -0.50)  0.099

Properties
total energy	-71833.396	eV
spin multiplicity	1
charge	-1
energy above the lowest of the compared OMol25 structures with the same formula, charge and spin	0.000	eV
HOMO-LUMO gap	0.16768	Eh